Below is a structure of composition C54H44I2N6O7Pb, with properties calculated with ωB97M-V/def2-TZVPD.

DFT total energy: -101436.99875 eV
frontier orbital gap: 5.212 eV
net charge: -2

Structure (XYZ):
```
114
C54H44I2N6O7Pb (ωB97M-V/def2-TZVPD)
Pb -0.19664 0.11232 -0.31381
C 5.91671 6.33314 4.99075
O 5.31796 6.39694 3.71907
C 4.41258 5.40978 3.41080
C 3.92304 5.41289 2.10861
C 3.02053 4.44683 1.70838
C 2.58170 3.45313 2.58802
C 3.06541 3.48158 3.88700
C 3.97650 4.44763 4.30994
C 1.62782 2.40985 2.11334
C 2.06693 1.07773 2.11581
C 3.33231 0.60390 2.65331
C 3.32407 -0.74400 2.53750
C 2.06076 -1.10120 1.91751
N 1.35830 0.01860 1.65793
C 1.62642 -2.42132 1.68786
C 0.36460 -2.82585 1.24893
C -0.07971 -4.20750 1.17402
C -1.35403 -4.18304 0.72670
C -1.69762 -2.78364 0.51435
C -2.95368 -2.32523 0.08556
C -3.91595 -3.36220 -0.38525
C -3.62578 -4.10656 -1.53331
C -4.50942 -5.05204 -2.01798
C -5.70494 -5.29422 -1.34908
O -6.52966 -6.24532 -1.90529
C -7.61303 -6.68006 -1.12034
C -6.00595 -4.58597 -0.19517
C -5.10893 -3.62535 0.27054
C -3.37302 -0.98504 0.04537
N -2.60968 0.08477 0.35810
C -3.37888 1.19851 0.24126
C -2.97802 2.50696 0.53174
C -3.98314 3.59317 0.34235
C -3.77811 4.58126 -0.62458
C -4.69620 5.59438 -0.82344
C -5.85086 5.64791 -0.04903
O -6.70765 6.68984 -0.31464
C -7.89035 6.74728 0.44505
C -6.07561 4.68383 0.92251
C -5.13881 3.66754 1.10466
C -1.72122 2.91599 1.03417
C -1.44919 4.22056 1.60594
C -0.16516 4.19185 2.04411
C 0.34949 2.87080 1.73927
N -0.61843 2.14735 1.13080
C -4.70782 0.81226 -0.20566
C -4.70390 -0.53255 -0.32727
N -0.64226 -2.01276 0.84613
C 2.61848 -3.50012 1.98104
C 3.55542 -3.85444 1.00614
C 4.47823 -4.85520 1.24211
C 4.48324 -5.52442 2.46254
O 5.43271 -6.51022 2.60525
C 5.42783 -7.22650 3.81456
C 3.56803 -5.18194 3.44707
C 2.64252 -4.16972 3.19179
H 6.66356 7.12384 5.01907
H 6.40679 5.36879 5.15525
H 5.18791 6.50062 5.79057
H 4.27373 6.17172 1.42100
H 2.64963 4.44008 0.69038
H 2.71515 2.73838 4.59291
H 4.32616 4.43267 5.33261
H 4.12162 1.21843 3.05418
H 4.09337 -1.43807 2.83719
H 0.51233 -5.07031 1.43577
H -2.00959 -5.02355 0.56020
H -2.68737 -3.92936 -2.04666
H -4.28654 -5.61513 -2.91581
H -8.10519 -7.46935 -1.68503
H -8.33263 -5.87609 -0.93608
H -7.27486 -7.07801 -0.15823
H -6.91859 -4.76858 0.35490
H -5.34526 -3.07402 1.17277
H -2.88117 4.53567 -1.23028
H -4.53969 6.35303 -1.57967
H -8.45155 7.60315 0.07599
H -7.67941 6.88837 1.50998
H -8.49354 5.84249 0.32122
H -6.95792 4.70803 1.54647
H -5.31016 2.91789 1.86767
H -2.15434 5.03331 1.68787
H 0.37397 4.97489 2.55440
H -5.52561 1.48425 -0.41075
H -5.51709 -1.16210 -0.65036
H 3.54638 -3.32972 0.05710
H 5.20601 -5.13173 0.49023
H 6.21101 -7.97736 3.73077
H 4.46820 -7.72556 3.98422
H 5.64362 -6.57800 4.67012
H 3.55914 -5.67969 4.40659
H 1.92439 -3.89788 3.95665
I 2.41220 1.21540 -2.00798
I 5.04723 -0.26982 -2.03287
C 0.65585 3.64169 -1.86607
O 0.58097 2.25352 -2.04632
H -0.07525 4.13026 -2.52343
H 1.64472 4.04801 -2.11737
H 0.42783 3.93002 -0.82935
C -3.42705 -2.17546 -5.10662
N -2.24228 -2.26940 -4.28413
C -1.43381 -3.36812 -4.34955
C -0.37161 -3.51603 -3.54717
C -0.07903 -2.45530 -2.57141
O 0.88592 -2.54028 -1.80432
N -0.90999 -1.37785 -2.53801
C -1.97860 -1.23438 -3.34072
O -2.75672 -0.28168 -3.31854
H -3.24552 -2.66229 -6.06683
H -3.65652 -1.12438 -5.25824
H -4.29279 -2.64219 -4.62451
H -1.71770 -4.11245 -5.08645
H 0.27011 -4.38277 -3.59825
```

=====

Below is a structure of composition C54H44N11O2S2SnTe, with properties calculated with ωB97M-V/def2-TZVPD.

DFT total energy: -111994.87591 eV
frontier orbital gap: 5.189 eV
net charge: -1
ΔE to the lowest compared entry with this formula, charge and spin: 0.0 kcal/mol

Structure (XYZ):
```
115
C54H44N11O2S2SnTe (ωB97M-V/def2-TZVPD)
Sn -0.22736 -1.09356 -0.20598
C 0.32364 4.56816 0.35610
C 0.08992 3.36483 -0.33433
N -0.85014 2.51545 -0.00772
C -1.68669 2.80534 1.01417
C -1.58200 4.03259 1.72850
C -0.51349 4.89110 1.38482
C -2.54699 4.38862 2.69567
C -3.62956 3.56317 2.86322
C -3.74750 2.34128 2.19438
C -2.74817 1.84722 1.33134
N -2.71822 0.66384 0.69565
C -3.56711 -0.36442 0.94236
C -4.25836 -0.65199 2.12428
C -5.16564 -1.71332 2.22836
C -5.44273 -2.53333 1.16710
C -4.69996 -2.36938 -0.02058
C -4.86724 -3.21592 -1.13889
C -4.07945 -3.06099 -2.24244
C -3.06181 -2.09180 -2.19856
N -2.86709 -1.29645 -1.17639
C -3.71109 -1.35507 -0.11329
H 1.14423 5.21465 0.06783
H 0.70812 3.09208 -1.18504
H -0.39349 5.82082 1.93126
H -2.44234 5.31354 3.25046
H -4.42156 3.85986 3.54344
H -4.64348 1.75988 2.34113
H -4.06270 -0.04878 2.99785
H -5.66969 -1.87725 3.17460
H -6.17998 -3.32418 1.23453
H -5.62080 -3.99450 -1.09506
H -4.18937 -3.69648 -3.11172
H -2.36779 -1.97840 -3.02540
O 5.58153 4.53691 -0.11996
C 5.13272 3.87447 -1.29089
C 4.18440 2.76551 -0.92890
C 3.79264 1.85328 -1.90087
C 2.88465 0.87019 -1.55318
N 2.36494 0.75218 -0.33558
C 2.73796 1.62141 0.60135
C 3.65272 2.64258 0.34125
C 2.07846 1.50135 1.94047
C 2.57316 2.16246 3.05885
C 1.88174 2.07770 4.26126
C 2.40757 2.77171 5.49140
O 3.78734 2.50922 5.72364
C 0.71402 1.33359 4.29699
C 0.30231 0.69018 3.13720
N 0.97289 0.75876 1.99860
H 6.06994 5.32135 -0.38160
H 5.97591 3.45294 -1.84950
H 4.61238 4.57265 -1.95698
H 4.18247 1.90791 -2.91059
H 2.55228 0.13790 -2.28112
H 3.93408 3.35660 1.10011
H 3.48901 2.73641 3.01387
H 1.80364 2.48694 6.35807
H 2.33472 3.85358 5.37281
H 3.91186 1.55430 5.71346
H 0.13324 1.24843 5.20716
H -0.60045 0.08483 3.11769
S 2.87562 -3.38503 -3.00123
C 1.39151 -3.47688 -3.85190
C 0.35203 -2.99852 -3.11759
C 0.70317 -2.52451 -1.81046
C 2.05089 -2.68463 -1.62311
C 2.76943 -2.38279 -0.39189
C 4.16392 -2.34998 -0.29604
C 4.74582 -2.03000 0.91260
C 3.93354 -1.78669 2.01456
C 2.56499 -1.85396 1.83710
N 1.99273 -2.11611 0.66656
H 1.37616 -3.89634 -4.84674
H -0.65819 -3.00896 -3.50062
H 4.76738 -2.55363 -1.17126
H 5.82355 -1.96695 1.00212
H 4.35381 -1.56324 2.98541
H 1.88680 -1.70558 2.66969
Te -1.34635 -3.43561 1.25924
C 0.06540 -4.60799 2.29892
C -0.04550 -5.01184 3.60216
C 0.99108 -5.89361 4.02209
C 1.88345 -6.16127 3.02994
S 1.44758 -5.34684 1.58235
H -0.84910 -4.67288 4.24133
H 1.06461 -6.30373 5.02052
H 2.76323 -6.78433 3.06481
C -2.62566 1.51762 -2.48356
C -1.52100 1.07883 -3.37847
N -0.45566 0.39204 -3.04351
C 0.25436 0.19022 -4.20713
C -0.36437 0.78857 -5.25575
N -1.51047 1.34903 -4.72452
C -2.42594 2.20202 -5.43088
N -1.73079 3.33963 -5.99113
N -1.70097 3.56076 -7.32088
N -0.96978 4.58193 -7.56865
C -0.47499 5.05936 -6.37240
C 0.36825 6.13943 -6.09339
C 0.69418 6.35576 -4.77497
C 0.20519 5.52270 -3.74433
C -0.62543 4.45740 -4.00152
C -0.95901 4.25357 -5.34440
H -2.41078 1.19669 -1.46317
H -3.57180 1.06218 -2.78606
H -2.74439 2.60487 -2.48870
H 1.17444 -0.37194 -4.21643
H -0.11855 0.86428 -6.30138
H -3.17855 2.54584 -4.72447
H -2.91224 1.69033 -6.26024
H 0.74550 6.76820 -6.88846
H 1.34428 7.18141 -4.51604
H 0.49385 5.72540 -2.72086
H -0.97986 3.81232 -3.20864
```